Record 1
The following is a quantum chemistry calculation of a structure of composition C17H40BiNOP3 in a non-equilibrium geometry, from the OMol25 dataset.

XYZ file:
```
63
Properties=species:S:1:pos:R:3:lowdin_charge:R:1
H 2.656 1.598 -0.931 0.0447
H 1.942 3.455 2.575 0.0520
H -0.368 4.288 -1.467 0.0851
P -1.263 2.568 0.008 0.6083
C 1.475 1.357 4.806 -0.2364
H 3.488 2.875 3.239 0.0809
C -2.015 3.659 1.241 -0.2138
H -4.427 -2.360 -6.292 0.1228
C -0.775 -3.472 1.891 -0.0861
H 1.185 -3.776 2.638 0.0508
H 3.627 0.245 -1.592 0.0818
H 4.044 0.401 3.861 0.0868
H -1.486 1.284 3.916 0.0446
Bi -0.282 0.459 1.032 1.2545
H -3.711 -0.133 -5.236 0.1255
H 1.615 -2.887 0.291 0.0420
H -3.222 -4.465 -5.619 0.1153
P 1.832 1.059 3.009 0.7558
H -1.246 3.953 1.971 0.0595
H 1.610 -1.173 -2.765 0.0883
H -2.831 3.136 1.766 0.0726
H -0.198 -1.981 -3.745 0.0687
C -2.136 -1.131 -4.130 -0.3031
C 3.053 0.594 -0.725 -0.2371
C -2.867 -3.488 -5.277 -0.0638
C 0.876 -0.832 -2.025 -0.2793
H 0.826 3.673 -0.313 0.0561
H -2.432 4.571 0.789 0.0899
H -3.095 2.717 -1.626 0.1012
H -3.329 1.376 -0.472 0.0852
H 3.140 -2.055 0.793 0.0542
H 0.106 -1.602 -1.898 0.0525
C 2.402 -2.173 -0.020 -0.1955
H 2.396 1.648 5.339 0.0838
H 3.081 2.548 1.534 0.0345
C 3.267 -0.066 3.239 -0.2298
H -0.075 -3.304 3.902 0.0554
H 0.745 2.172 4.945 0.0589
C -3.594 -2.316 -5.585 -0.0553
C 0.148 -3.521 2.859 -0.0672
O -2.011 -0.225 -3.090 -0.0473
H -1.811 -3.186 2.063 0.0534
C -1.196 -2.168 -4.133 -0.0489
H -0.932 -0.288 3.990 0.0375
C -3.229 -1.095 -5.017 -0.0181
N -1.452 0.391 3.425 -0.0883
H -1.004 -4.298 -4.405 0.1162
H 2.944 -0.983 3.747 0.0655
C -1.634 -3.419 -4.585 -0.0543
H -2.770 0.393 -3.098 0.0913
C 2.668 2.631 2.548 -0.2517
H 1.099 0.437 5.286 0.0616
H -0.533 -3.675 0.848 0.0439
P 1.680 -0.552 -0.438 0.6107
C -0.001 3.388 -0.970 -0.2287
H 0.394 0.080 -2.399 0.0492
H 0.386 2.705 -1.733 0.0560
H -2.407 0.047 3.298 0.0611
C -2.585 1.941 -1.046 -0.2204
H 3.721 -0.335 2.279 0.0253
H 3.707 0.625 0.158 0.0427
H -2.105 1.234 -1.725 0.0086
H 2.911 -2.547 -0.927 0.0903
```

Output
- E_tot: -55493.912 eV
- Multiplicity: 1
- Total charge: +3



Record 2
The following is a quantum chemistry calculation of a structure of composition C17H40BrIO13S4Si, from the OMol25 dataset.

XYZ file:
```
77
Properties=species:S:1:pos:R:3:lowdin_charge:R:1
H -0.408 -5.751 -7.734 0.0856
S 3.459 6.336 10.427 0.5603
H 1.924 4.625 -4.427 0.0780
H 6.298 4.686 9.355 0.1215
C 0.156 -5.632 -5.658 -0.2449
O -8.312 -6.983 -6.069 -0.2768
H 2.931 0.961 3.262 0.0772
H -5.023 -4.525 -6.949 0.1102
H 5.109 4.154 10.542 0.1132
O 3.431 5.640 11.678 -0.2774
H 2.156 -0.875 -5.013 0.0426
H 3.118 4.467 -2.308 0.0957
S -8.271 -5.693 -6.685 0.5597
I 1.053 4.088 -0.032 0.8611
C -1.179 -2.123 -4.609 -0.1214
C 2.290 1.820 3.067 -0.1005
H -1.085 2.001 -1.531 0.0460
O 2.379 6.165 9.504 -0.2782
O -1.689 -4.514 -3.658 -0.2692
O 1.472 2.084 5.373 -0.2598
H 0.730 4.660 -3.137 0.0589
O -0.143 -4.218 -5.547 -0.2661
H -2.086 -1.667 -4.219 0.0823
S 2.258 1.008 6.236 0.5662
H 3.424 3.821 8.723 0.0682
C 4.480 3.921 8.479 -0.0803
C -5.267 -6.041 -5.443 -0.0668
H -1.654 -6.322 -6.625 0.0677
H 1.308 1.449 2.777 0.0566
H 2.710 2.384 2.234 0.0443
H 4.892 2.924 8.337 0.0720
H 1.148 1.932 8.086 0.0730
H -0.376 -2.052 -3.880 0.0605
H 2.949 2.438 -0.876 0.0461
H -10.137 -6.033 -8.020 0.0755
C -9.104 -5.769 -8.233 -0.1252
H -0.223 -7.316 -6.921 0.0830
H 1.596 3.605 4.058 0.1207
O 2.244 -0.255 5.566 -0.2706
H -0.062 -6.114 -4.704 0.1143
O -6.816 -5.413 -7.251 -0.2656
C 5.233 4.642 9.575 -0.2402
H 3.287 2.946 -3.177 0.1071
H 0.162 0.696 7.236 0.0764
O 4.838 6.033 9.702 -0.2660
O -8.713 -4.546 -5.951 -0.2782
C -0.581 -6.293 -6.804 -0.0685
C 2.080 2.810 -1.425 -0.8129
H -8.635 -6.536 -8.843 0.0739
H -4.426 -5.666 -4.860 0.0653
H 0.974 3.183 -4.105 0.0616
O -2.564 -3.918 -5.893 -0.2804
C -5.810 -4.935 -6.320 -0.2423
C 1.942 -0.296 -4.136 0.0690
H -0.899 -1.660 -5.551 0.0767
C 1.475 4.029 -3.627 -0.1278
O -0.536 1.829 -2.310 -0.1948
H 4.556 4.466 7.539 0.0886
H 4.557 8.178 11.381 0.0745
C 1.722 0.349 -3.142 -0.1775
Si 0.966 1.362 -1.832 -0.1057
C 3.719 8.054 10.701 -0.1235
C 2.566 3.588 -2.656 -0.3745
O 3.510 1.575 6.644 -0.2832
H 3.161 3.041 4.638 0.1132
H -6.025 -6.416 -4.757 0.0741
Br 0.700 0.046 -0.039 0.4244
H 2.804 8.442 11.143 0.0764
S -1.538 -3.818 -4.899 0.5652
C 2.183 2.716 4.282 -0.2419
H -9.047 -4.794 -8.710 0.0736
H 1.522 0.193 8.278 0.0781
H 1.232 -5.666 -5.815 0.1210
H -6.227 -4.117 -5.732 0.1160
C 1.151 0.959 7.601 -0.1160
H 3.911 8.533 9.745 0.0747
H -4.928 -6.879 -6.053 0.0860
```

Output
- E_tot: -174257.100 eV
- Multiplicity: 1



Record 3
The following is a quantum chemistry calculation of a structure of composition C17H41AsBr3F6NiO20S6 in a non-equilibrium geometry, from the OMol25 dataset.

XYZ file:
```
95
Properties=species:S:1:pos:R:3:lowdin_charge:R:1
Br 1.370 -6.161 1.774 0.5351
H -5.345 -5.954 4.325 0.1367
H -3.664 -5.719 4.329 0.1292
H -4.210 4.436 -3.194 0.1223
F 0.359 0.257 1.629 -0.2508
H 0.064 0.197 -4.587 0.0775
C -3.262 3.760 -0.429 -0.0609
S -0.345 4.491 2.121 0.7137
C -1.612 -4.008 -0.408 -0.1812
H 0.531 7.670 5.617 0.0832
H 3.395 -2.367 -4.068 0.0810
F 0.647 -1.269 -0.274 -0.3325
H 2.228 -6.036 -0.660 -0.0223
S 4.319 0.737 1.701 0.6902
O 1.784 2.228 -2.466 -0.3840
C 2.418 -0.785 -2.934 -0.2200
H 1.264 6.045 5.506 0.0767
H -3.579 2.725 -0.560 0.0677
H 3.744 -0.992 3.410 0.0792
C 6.438 -2.415 1.117 -0.0847
C 0.004 6.429 3.816 -0.2501
As -0.492 0.053 0.081 0.9577
H -2.377 -3.390 0.063 0.1042
O 5.190 1.393 2.647 -0.2803
S -4.814 -3.322 2.318 0.7170
C -0.782 3.229 3.314 -0.0715
Br 2.007 -3.693 0.103 0.6643
C -4.382 -5.879 2.286 -0.1491
O -3.568 -2.674 2.146 -0.2376
O -2.397 -6.984 -2.406 -0.2204
O -1.472 5.309 1.689 -0.2512
O -6.030 -2.546 2.198 -0.2266
H -0.316 1.869 -3.943 0.0442
O 0.624 5.393 3.043 -0.2416
H -1.193 3.802 4.146 0.0765
C -3.258 4.325 -3.712 -0.2355
C -3.591 3.693 -5.045 -0.0593
F -1.602 1.415 0.281 -0.2492
H 2.426 0.065 2.996 0.0497
H -4.391 2.954 -4.996 0.0826
H -0.789 6.133 4.503 0.1102
H 7.406 -0.520 1.253 0.1302
O -1.465 -4.634 -2.656 -0.2102
O -1.841 5.775 -1.661 -0.2791
C -4.551 -5.493 3.737 -0.2067
O -0.023 -6.483 -1.942 -0.2515
H 2.899 -1.006 -1.981 0.1123
O 0.572 3.786 1.181 -0.3626
H 6.310 -0.888 2.556 0.1105
F -1.788 -1.017 0.804 -0.2571
Br 4.470 -5.630 0.660 0.5538
H 5.450 -2.870 1.041 0.0197
C 6.438 -0.969 1.477 -0.2825
C 0.350 1.248 -4.542 -0.0294
S 2.051 1.780 -3.844 0.7757
O -4.902 -4.780 1.518 -0.2134
F -1.187 -0.235 -1.516 -0.2393
S -1.776 4.301 -1.518 0.7338
H -3.812 4.395 -5.850 0.0918
H -2.742 3.105 -5.393 0.0714
H 1.474 -0.423 -2.529 0.0663
C -1.701 -3.509 -1.816 -0.1634
H 1.881 -2.119 -4.753 0.0727
H -0.351 7.260 3.206 0.1215
H -0.885 -2.830 -2.062 0.1121
O -2.346 3.577 -2.846 -0.2794
O 2.850 0.323 -3.783 -0.2531
C 3.253 -0.502 2.569 -0.0858
C 2.499 -5.505 0.253 -1.4685
H -0.673 -3.817 0.113 0.0570
H 6.949 -2.974 1.901 0.0912
H 1.855 7.399 4.438 0.0752
H -1.512 2.552 2.871 0.0779
O 2.740 2.740 -4.709 -0.2464
H 1.880 -2.969 -3.349 0.0675
H 0.091 2.618 3.543 0.0845
S -1.400 -6.055 -1.932 0.6482
Ni 1.623 3.139 -0.625 1.0962
H -4.086 4.466 -0.539 0.0771
O -0.532 3.628 -1.114 -0.3687
H 6.844 -2.603 0.124 0.0860
H -3.374 -6.129 1.957 0.1207
H 2.774 -1.266 1.957 0.0364
H 0.263 1.631 -5.559 0.0693
C 2.377 -2.101 -3.782 -0.0412
O -1.934 -5.396 -0.558 -0.2010
O -4.962 -4.181 3.734 -0.1971
F 0.655 1.355 -0.475 -0.3140
C 1.006 6.948 4.953 -0.0348
O 3.569 1.610 0.803 -0.3244
H -2.675 -3.170 -2.170 0.1436
O 5.356 -0.277 0.858 -0.2713
H -2.771 5.272 -3.947 0.1175
H -2.978 3.721 0.622 0.0331
H -4.958 -6.693 1.847 0.1378
```

Output
- Expectation value of S²: 2.002
- E_tot: -452557.496 eV
- Multiplicity: 3
- Total charge: +1